{
  "formula": "C5H15NO2",
  "method": "the ωB97M-V functional and the def2-TZVPD basis",
  "de_lowest_kj_mol": 545.4,
  "gap_ev": 7.196,
  "lumo_ha": -0.0151,
  "multiplicity": 1,
  "energy_ha": -404.54732,
  "elements": ["C", "C", "C", "C", "N", "H", "H", "H", "H", "H", "H", "H", "H", "H", "H", "H", "C", "O", "O", "H", "H", "H", "H"],
  "xyz": [[0.6694, -0.7399, -0.2676], [-0.8096, -0.8536, 0.9334], [1.8252, -1.1720, 0.6173], [0.2932, -1.7471, -1.3357], [-2.0579, -0.5533, 0.4489], [0.9658, 0.1751, -0.7752], [-2.2336, 0.4529, 0.2752], [-2.4079, -1.1692, -0.2733], [-0.4829, -0.1721, 1.7106], [-0.7223, -1.8985, 1.2272], [2.0129, -0.4342, 1.3998], [-0.6072, -1.4161, -1.8568], [2.7454, -1.2713, 0.0340], [1.6232, -2.1294, 1.0991], [0.1120, -2.7341, -0.9083], [1.0831, -1.8308, -2.0912], [0.4456, 2.5791, 0.2778], [-0.4601, 1.6356, -0.2409], [-1.9886, 2.3339, -0.3066], [-2.0659, 2.4631, -1.2621], [1.2635, 2.0534, 0.7815], [-0.0643, 3.2005, 1.0149], [0.8608, 3.2278, -0.5020]],
  "atomic_forces_ev_per_a": [[-1.784, -1.626, 1.963], [3.689, 0.574, -1.914], [0.035, 0.010, -0.358], [0.371, 0.254, -0.117], [-1.663, 1.038, -0.363], [-0.569, 0.326, 0.320], [0.147, -1.333, -0.028], [0.065, 0.249, 0.075], [-0.154, -0.084, 0.288], [0.144, 0.008, 0.085], [0.017, 0.011, 0.078], [-0.090, -0.059, -0.028], [0.087, -0.083, 0.069], [0.019, -0.065, 0.039], [-0.014, -0.083, -0.012], [-0.053, -0.146, 0.001], [-0.355, 0.937, 0.030], [-3.201, 1.408, -0.470], [3.246, -0.809, 0.508], [0.282, -0.124, -0.133], [-0.264, -0.290, -0.146], [0.099, -0.018, 0.094], [-0.052, -0.095, 0.018]]
}